Record 1
{"formula": "C18H12ClN3OS", "method": "ωB97M-V/def2-TZVPD", "e_tot_ev": -48737.051, "smiles": "N#Cc1c(-c2ccccc2)nc(SCc2ccc(Cl)cc2)[nH]c1=O", "orbital_gap_ev": 8.48, "spin_multiplicity": 1, "symbols": ["N", "C", "C", "C", "N", "C", "N", "C", "O", "H", "S", "C", "C", "C", "C", "C", "C", "C", "H", "H", "Cl", "H", "H", "H", "H", "C", "C", "C", "C", "C", "C", "H", "H", "H", "H", "H"], "coordinates": [[2.121, -2.864, 3.526], [1.271, -2.342, 2.960], [0.207, -1.698, 2.297], [0.347, -0.466, 1.689], [-0.708, 0.184, 1.139], [-1.863, -0.394, 1.140], [-2.090, -1.609, 1.682], [-1.088, -2.361, 2.327], [-1.364, -3.430, 2.814], [-3.015, -2.022, 1.658], [-3.225, 0.407, 0.406], [-2.392, 1.860, -0.344], [-1.583, 1.464, -1.535], [-0.195, 1.528, -1.503], [0.551, 1.140, -2.601], [-0.095, 0.685, -3.739], [-1.479, 0.613, -3.787], [-2.215, 1.000, -2.684], [-3.293, 0.938, -2.711], [-1.971, 0.257, -4.678], [0.832, 0.200, -5.113], [1.628, 1.189, -2.572], [0.308, 1.875, -0.615], [-1.779, 2.306, 0.436], [-3.214, 2.524, -0.613], [1.622, 0.249, 1.588], [2.813, -0.419, 1.313], [3.994, 0.291, 1.198], [4.001, 1.667, 1.355], [2.819, 2.339, 1.621], [1.634, 1.636, 1.730], [0.710, 2.149, 1.950], [2.821, 3.412, 1.743], [4.927, 2.216, 1.269], [4.912, -0.234, 0.984], [2.812, -1.488, 1.169]]}

***

Record 2
{"formula": "C4H10S", "method": "ωB97M-V/def2-TZVPD", "e_tot_ev": -15143.070, "smiles": "C=C.CSC", "orbital_gap_ev": 9.50, "spin_multiplicity": 1, "symbols": ["C", "C", "H", "H", "H", "H", "C", "S", "C", "H", "H", "H", "H", "H", "H"], "coordinates": [[2.684, 1.824, 0.227], [2.887, 0.540, 0.630], [1.809, 2.151, -0.308], [3.287, 2.608, 0.566], [2.249, -0.335, 0.352], [3.892, 0.144, 0.941], [-2.203, -1.641, -1.225], [-0.703, -1.201, -0.311], [-1.452, 0.095, 0.734], [-2.894, -0.782, -1.124], [-1.939, -1.579, -2.299], [-2.768, -2.536, -0.911], [-0.585, 0.820, 0.858], [-1.917, -0.490, 1.504], [-2.347, 0.382, 0.367]]}

***

Record 3
{"formula": "C27H63BaN2O9", "method": "ωB97M-V/def2-TZVPD", "e_tot_ev": -51116.837, "charge": 1, "orbital_gap_ev": 5.31, "spin_multiplicity": 1, "symbols": ["Ba", "O", "C", "O", "O", "H", "C", "C", "O", "H", "H", "H", "H", "H", "H", "C", "C", "O", "H", "H", "H", "H", "H", "H", "C", "C", "O", "H", "H", "H", "H", "H", "H", "C", "C", "O", "H", "H", "H", "H", "H", "H", "C", "C", "C", "C", "C", "C", "N", "O", "C", "C", "C", "H", "H", "H", "H", "H", "H", "H", "H", "H", "H", "H", "H", "H", "H", "H", "H", "H", "H", "H", "C", "C", "C", "C", "C", "C", "N", "O", "C", "C", "C", "H", "H", "H", "H", "H", "H", "H", "H", "H", "H", "H", "H", "H", "H", "H", "H", "H", "H", "H"], "coordinates": [[-18.874, -8.858, 21.893], [-15.114, -7.829, 24.211], [-15.370, -8.501, 23.055], [-14.484, -8.442, 22.170], [-16.452, -9.128, 22.919], [-14.188, -7.577, 24.049], [-17.501, -5.797, 19.581], [-16.899, -5.838, 20.961], [-17.833, -6.352, 21.954], [-16.718, -5.563, 18.858], [-18.282, -5.041, 19.490], [-17.930, -6.761, 19.292], [-16.579, -4.837, 21.261], [-15.972, -6.409, 21.002], [-18.157, -5.610, 22.474], [-17.399, -8.306, 27.291], [-17.332, -6.809, 27.080], [-17.148, -6.474, 25.705], [-17.411, -8.557, 28.353], [-16.533, -8.808, 26.851], [-18.281, -8.739, 26.813], [-16.504, -6.393, 27.660], [-18.267, -6.344, 27.385], [-16.333, -6.883, 25.389], [-15.421, -10.899, 19.447], [-16.062, -9.595, 19.020], [-16.493, -8.847, 20.151], [-15.067, -11.503, 18.609], [-16.151, -11.477, 20.016], [-14.521, -10.741, 20.046], [-16.922, -9.807, 18.375], [-15.379, -9.038, 18.368], [-15.772, -8.910, 20.817], [-10.493, -9.105, 19.983], [-11.973, -9.190, 19.649], [-12.562, -7.886, 19.669], [-10.330, -8.556, 20.910], [-10.002, -8.520, 19.198], [-10.000, -10.077, 19.987], [-12.468, -9.845, 20.368], [-12.085, -9.657, 18.667], [-12.995, -7.817, 20.529], [-12.208, -9.783, 24.714], [-12.125, -11.272, 24.406], [-12.240, -12.019, 25.735], [-12.591, -13.486, 25.573], [-13.826, -13.664, 24.730], [-13.710, -12.990, 23.361], [-13.228, -11.637, 23.542], [-13.177, -10.947, 22.310], [-12.902, -13.850, 22.376], [-15.117, -12.921, 22.776], [-10.754, -11.555, 23.798], [-11.993, -9.207, 23.802], [-11.448, -9.502, 25.441], [-13.219, -9.495, 25.009], [-11.353, -11.828, 26.335], [-13.080, -11.574, 26.292], [-12.734, -13.941, 26.556], [-11.739, -14.013, 25.129], [-14.699, -13.224, 25.221], [-14.001, -14.733, 24.600], [-12.801, -13.382, 21.398], [-11.892, -14.047, 22.742], [-13.419, -14.805, 22.268], [-15.167, -12.749, 21.700], [-15.603, -13.895, 22.923], [-15.815, -12.224, 23.256], [-10.706, -11.164, 22.771], [-10.534, -12.619, 23.719], [-9.946, -11.009, 24.289], [-13.670, -10.126, 22.447], [-11.744, -6.391, 22.984], [-11.419, -4.946, 22.598], [-11.676, -4.720, 21.110], [-13.139, -4.566, 20.745], [-13.788, -3.497, 21.617], [-13.632, -3.701, 23.129], [-12.239, -4.021, 23.377], [-11.933, -4.053, 24.753], [-13.959, -2.367, 23.787], [-14.595, -4.819, 23.559], [-9.963, -4.660, 22.894], [-12.733, -6.686, 22.616], [-11.758, -6.540, 24.068], [-11.024, -7.113, 22.588], [-11.117, -3.837, 20.784], [-11.232, -5.571, 20.584], [-13.653, -5.530, 20.850], [-13.215, -4.282, 19.694], [-14.857, -3.449, 21.386], [-13.352, -2.533, 21.338], [-15.015, -2.135, 23.610], [-13.877, -2.435, 24.874], [-13.325, -1.570, 23.411], [-14.200, -5.347, 24.429], [-15.544, -4.380, 23.887], [-14.809, -5.554, 22.786], [-9.743, -3.602, 22.739], [-9.324, -5.264, 22.246], [-9.708, -4.897, 23.926], [-11.432, -3.247, 24.917]]}

***

Record 4
{"formula": "C4H7Cl", "method": "ωB97M-V/def2-TZVPD", "e_tot_ev": -16782.855, "smiles": "CC/C=C/Cl", "orbital_gap_ev": 10.38, "spin_multiplicity": 1, "symbols": ["C", "C", "C", "C", "H", "H", "H", "H", "H", "H", "H", "Cl"], "coordinates": [[0.069, 0.888, 1.450], [-0.516, 0.581, -0.045], [0.473, -0.279, -0.789], [0.090, -1.483, -1.299], [1.019, 1.440, 1.485], [0.157, -0.057, 2.022], [-0.663, 1.445, 2.056], [-1.459, 0.106, 0.082], [-0.697, 1.497, -0.546], [1.510, 0.049, -0.690], [-1.060, -1.790, -1.343], [1.077, -2.397, -2.383]]}

***

Record 5
{"formula": "C20H23NO5", "method": "ωB97M-V/def2-TZVPD", "e_tot_ev": -32841.126, "smiles": "CCOc1ccc([C@H]2CC(=O)c3c([nH]c(C(=O)OC)c3C)C2)cc1OC", "orbital_gap_ev": 9.24, "spin_multiplicity": 1, "symbols": ["C", "C", "O", "C", "C", "C", "C", "C", "C", "O", "C", "H", "H", "H", "H", "C", "C", "C", "O", "C", "C", "N", "C", "C", "C", "H", "H", "H", "C", "O", "O", "C", "H", "H", "H", "H", "C", "H", "H", "H", "H", "H", "H", "H", "H", "H", "H", "H", "H"], "coordinates": [[-1.182, -6.137, 3.216], [-0.195, -6.424, 2.089], [-0.600, -5.916, 0.827], [-0.523, -4.536, 0.709], [-1.635, -3.771, 1.042], [-1.611, -2.393, 0.975], [-0.457, -1.733, 0.576], [0.640, -2.492, 0.208], [0.631, -3.886, 0.248], [1.787, -4.469, -0.173], [1.789, -5.815, -0.600], [0.901, -6.051, -1.189], [1.858, -6.510, 0.241], [2.680, -5.920, -1.221], [1.554, -2.028, -0.130], [-0.414, -0.226, 0.523], [0.686, 0.333, 1.432], [0.702, 1.855, 1.497], [1.022, 2.444, 2.508], [0.332, 2.490, 0.243], [-0.075, 1.753, -0.869], [-0.342, 2.609, -1.861], [-0.120, 3.903, -1.435], [0.302, 3.863, -0.116], [0.656, 5.012, 0.753], [-0.195, 5.683, 0.856], [0.956, 4.652, 1.733], [1.469, 5.584, 0.309], [-0.355, 4.983, -2.375], [-0.736, 4.800, -3.514], [-0.111, 6.198, -1.860], [-0.328, 7.291, -2.738], [-1.369, 7.316, -3.067], [-0.085, 8.187, -2.172], [0.315, 7.207, -3.618], [-0.662, 2.398, -2.795], [-0.207, 0.277, -0.916], [-1.043, -0.024, -1.551], [0.702, -0.167, -1.333], [0.579, -0.057, 2.445], [1.667, 0.022, 1.061], [-1.376, 0.160, 0.879], [-2.492, -1.829, 1.246], [-2.528, -4.287, 1.358], [-0.109, -7.503, 1.932], [0.793, -6.023, 2.359], [-1.243, -5.069, 3.410], [-2.169, -6.507, 2.951], [-0.849, -6.639, 4.121]]}